Density functional theory data (the ωB97M-V functional and the def2-TZVPD basis) for a molecular structure, C2H3LiO2P in a non-equilibrium geometry.

CARTESIAN COORDINATES (ANGSTROEM)
P1 2.5290 1.0259 -0.4036
H1 2.6041 -0.0198 -1.5764
H2 -3.4613 -0.2957 0.3951
H3 -1.7649 -1.1186 0.5114
C1 2.2217 -0.5941 0.0369
O1 -1.8423 0.8407 0.0182
C2 -2.3611 -0.1992 0.3660
O2 2.1964 -1.1100 1.0825
Li1 -0.1217 1.4707 -0.4301

Properties
DFT total energy = -15702.395 eV
Gap between HOMO and LUMO = 8.3402 eV
ΔE to the lowest compared entry with this formula, charge and spin = 231.0 kJ/mol
2S+1 = 1
Highest occupied orbital energy = -13.68 eV
Total charge = +1
Molar mass = 96.96 g mol⁻¹

***

Density functional theory data (the ωB97M-V functional and the def2-TZVPD basis) for a molecular structure, C2H3MgO3 in a non-equilibrium geometry.

CARTESIAN COORDINATES (ANGSTROEM)
Mg1 -1.9738 1.1108 0.6212
H1 -0.3332 -1.6703 -0.8527
H2 1.1871 -0.4845 -0.9282
C1 -0.0729 -1.0989 0.0512
O1 -0.7321 1.4889 -0.8718
H3 1.6651 -0.0343 0.8211
C2 0.8295 0.0715 0.1143
O2 -0.8998 -0.7380 0.9380
O3 0.3301 1.3549 0.1070

Properties
DFT total energy = -13703.514 eV
Gap between HOMO and LUMO (alpha / beta) = 5.1104 / 8.1305 eV
ΔE to the lowest compared entry with this formula, charge and spin = 655.7 kJ/mol
2S+1 = 2
Highest occupied orbital energy (alpha / beta) = -6.25 / -9.14 eV
Total charge = 0
Molar mass = 99.35 g mol⁻¹

***

Density functional theory data (the ωB97M-V functional and the def2-TZVPD basis) for a single C2H3N molecule in a non-equilibrium geometry.

CARTESIAN COORDINATES (ANGSTROEM)
H1 -6.0703 -11.1131 13.3199
C1 -5.4641 -11.4127 14.1748
H2 -4.8553 -12.2833 13.9309
N1 -4.3432 -9.0402 14.7459
C2 -4.8127 -10.1099 14.4913
H3 -6.1091 -11.5849 15.0364

Properties
DFT total energy = -3612.059 eV
Gap between HOMO and LUMO = 12.3214 eV
ΔE to the lowest compared entry with this formula, charge and spin = 28.8 kJ/mol
2S+1 = 1
Highest occupied orbital energy = -11.54 eV
Total charge = 0
Structure (SMILES) = CC#N
Molar mass = 41.05 g mol⁻¹

***

Density functional theory data (the ωB97M-V functional and the def2-TZVPD basis) for 2 unconnected molecules or ions with the total composition C2H3N in a non-equilibrium geometry.

CARTESIAN COORDINATES (ANGSTROEM)
H1 -0.6010 -0.8584 0.8637
H2 -2.0422 1.5989 0.1040
H3 -0.6417 -0.5607 -0.9656
C1 1.1507 -0.0142 0.0109
C2 -0.1271 -0.4835 -0.0241
N1 2.2613 0.3178 0.0111

Properties
DFT total energy = -3607.908 eV
Gap between HOMO and LUMO (alpha / beta) = 9.5321 / 9.8830 eV
ΔE to the lowest compared entry with this formula, charge and spin = 429.3 kJ/mol
2S+1 = 1
Highest occupied orbital energy (alpha / beta) = -9.80 / -11.37 eV
Total charge = 0
Molar mass = 41.05 g mol⁻¹

***

Density functional theory data (the ωB97M-V functional and the def2-TZVPD basis) for a gas-phase ion, C2H3N2O (charge +1) in a non-equilibrium geometry.

CARTESIAN COORDINATES (ANGSTROEM)
H1 -1.7815 -0.4570 0.0480
N1 1.3135 -0.5873 0.0010
H2 -0.2617 -2.0972 0.0431
H3 -0.0367 2.2632 -0.1868
O1 1.7580 0.5190 0.0042
C1 0.2296 -1.1064 0.0434
C2 -0.7690 0.1603 -0.0354
N2 -0.4522 1.3053 0.0823

Properties
DFT total energy = -7136.980 eV
Gap between HOMO and LUMO (alpha / beta) = 9.0917 / 9.0874 eV
ΔE to the lowest compared entry with this formula, charge and spin = 521.3 kJ/mol
2S+1 = 1
Highest occupied orbital energy (alpha / beta) = -16.53 / -16.53 eV
Total charge = +1
Structure (SMILES) = [H]/N=C\C=[N+]=O
Molar mass = 71.06 g mol⁻¹

***

Density functional theory data (the ωB97M-V functional and the def2-TZVPD basis) for 2 unconnected molecules or ions with the total composition C2H3N2O in a non-equilibrium geometry.

CARTESIAN COORDINATES (ANGSTROEM)
H1 -2.0169 1.3339 -0.1251
H2 2.3472 0.2313 -0.1632
N1 -0.7424 0.5287 0.1233
O1 0.6699 -1.0427 -0.0146
C1 -0.6061 -0.7784 0.0844
H3 -1.3623 -1.5425 0.1392
N2 0.4288 1.1195 0.0140
C2 1.2818 0.1501 -0.0580

Properties
DFT total energy = -7139.421 eV
Gap between HOMO and LUMO = 10.4977 eV
ΔE to the lowest compared entry with this formula, charge and spin = 285.7 kJ/mol
2S+1 = 1
Highest occupied orbital energy = -16.93 eV
Total charge = +1
Molar mass = 71.06 g mol⁻¹